Record 1
A single C6H10N2 molecule in a non-equilibrium geometry, computed with ωB97M-V with the def2-TZVPD basis set.

Output
Net charge = 0
2S+1 = 1
Energy relative to the best compared isomer or geometry (same formula, charge and spin) = 8.339 eV
HOMO-LUMO gap = 0.3412 hartree
SMILES = N[C@H]1C=C[C@H]2CN2C1
Max |F| = 7.00 eV/A
LUMO = 0.79 eV
Molecular weight = 110.2 g/mol
E = -343.8302 Eh

```
18
C6H10N2 | the OMol25 dataset | ωB97M-V with the def2-TZVPD basis set
N -2.1128 -0.1353 0.7423
N 0.8269 -0.7469 0.2218
C 2.3319 -0.4391 0.6036
C 0.7452 1.6428 -0.0795
C -1.1972 -0.0615 -0.3073
C -0.5899 1.2873 -0.2096
C -0.3033 -1.4358 -0.4739
C 1.4502 0.3948 -0.3615
H -2.3798 0.7539 0.9164
H -0.4310 -2.1109 -1.3799
H -3.2289 -0.6027 0.4699
H 1.1594 2.5309 0.1950
H 3.4535 -0.8727 0.0529
H 2.0731 -0.0324 -1.3035
H -0.8793 -2.0700 0.3780
H 2.3304 -0.2487 1.8162
H -1.9597 0.1182 -1.3525
H -1.2887 2.0283 0.0715
```


Record 2
A single C6H10N2O molecule in a non-equilibrium geometry, computed with ωB97M-V with the def2-TZVPD basis set.

Output
Net charge = 0
2S+1 = 1
Energy relative to the best compared isomer or geometry (same formula, charge and spin) = 1.088 eV
HOMO-LUMO gap = 0.3554 hartree
SMILES = CN1C=NC(=O)CCC1
Max |F| = 2.99 eV/A
LUMO = 0.59 eV
Molecular weight = 126.2 g/mol
E = -419.3465 Eh

```
19
C6H10N2O | the OMol25 dataset | ωB97M-V with the def2-TZVPD basis set
O 3.1537 -0.6069 -0.4322
N -0.8695 -0.4871 -0.1155
N 1.1427 -1.6969 -0.2404
C -0.0836 -1.5792 0.0830
C 2.0161 -0.5894 -0.0071
C 1.4907 0.5270 0.8406
C -2.2837 -0.3953 0.1390
C -0.3034 0.5773 -0.9283
C 0.6921 1.4859 -0.0427
H -2.8183 -0.1333 -0.7722
H 0.8164 0.1043 1.6757
H 0.2569 0.1035 -1.7656
H 2.3887 0.9774 1.3174
H -1.1571 1.0935 -1.4035
H -2.7323 -1.4289 0.4368
H -0.5678 -2.4962 0.4752
H 1.3279 2.0560 -0.7587
H -2.5184 0.2586 0.9829
H 0.0489 2.2295 0.5155
```


Record 3
A single C6H10N2O molecule in a non-equilibrium geometry, computed with ωB97M-V with the def2-TZVPD basis set.

Output
Net charge = 0
2S+1 = 1
Energy relative to the best compared isomer or geometry (same formula, charge and spin) = 4.991 eV
HOMO-LUMO gap = 0.3144 hartree
SMILES = C=C1N(C)C=CON1C
Max |F| = 5.89 eV/A
LUMO = 0.98 eV
Molecular weight = 126.2 g/mol
E = -419.2031 Eh

```
19
C6H10N2O | the OMol25 dataset | ωB97M-V with the def2-TZVPD basis set
O 1.7290 -1.0933 0.3086
N 1.3544 0.1257 -0.4055
N -1.0330 -0.4630 -0.2359
C 0.7650 -2.0539 0.1673
C -0.1468 0.5173 0.0579
C -0.3617 1.7718 0.4936
C 2.3796 1.1569 -0.2841
C -0.5605 -1.7770 0.0293
C -2.4773 -0.3911 -0.1433
H 0.5380 2.3679 0.6876
H -1.2112 -2.5121 -0.0695
H -2.9968 -0.9479 -0.9703
H -2.7615 0.6488 -0.3860
H 3.3030 0.7905 -0.4779
H 1.1631 -2.9570 -0.0196
H 2.3517 1.6395 0.7061
H 2.1240 1.8258 -1.0080
H -2.8642 -0.8117 0.8013
H -1.2949 2.1628 0.7486
```


Record 4
A single C6H10N2O molecule in a non-equilibrium geometry, computed with ωB97M-V with the def2-TZVPD basis set.

Output
Net charge = 0
2S+1 = 1
Energy relative to the best compared isomer or geometry (same formula, charge and spin) = 3.696 eV
HOMO-LUMO gap = 0.3034 hartree
SMILES = Cc1cnoc1N(C)C
Max |F| = 6.85 eV/A
LUMO = 0.76 eV
Molecular weight = 126.2 g/mol
E = -419.2507 Eh

```
19
C6H10N2O | the OMol25 dataset | ωB97M-V with the def2-TZVPD basis set
O 1.3609 -1.9753 -0.6819
N -0.2108 -0.3161 -0.9999
N 2.3260 -2.3425 0.2156
C -1.0763 0.6962 -0.4655
C 1.0554 0.6662 1.9814
C 2.2310 -1.4364 1.2349
C 1.2916 -0.4157 1.0928
C 0.7373 -0.8495 -0.2042
C -0.3631 -0.7867 -2.3607
H -0.5677 -0.0128 -3.1363
H -2.2000 0.5396 -0.5892
H 0.3334 1.4523 1.7328
H -1.2188 -1.5649 -2.5152
H -0.8457 0.7349 0.4763
H -0.8599 1.7388 -1.0147
H 2.0054 1.3072 2.3317
H 0.4852 -1.2750 -2.6046
H 2.9960 -1.4886 1.9771
H 0.8142 0.2040 2.8768
```


Record 5
A single C6H10N2O molecule in a non-equilibrium geometry, computed with ωB97M-V with the def2-TZVPD basis set.

Output
Net charge = 0
2S+1 = 1
Energy relative to the best compared isomer or geometry (same formula, charge and spin) = 3.611 eV
HOMO-LUMO gap = 0.3371 hartree
SMILES = CN1C=NOC[C@@H]2C[C@@H]21
Max |F| = 2.25 eV/A
LUMO = 0.87 eV
Molecular weight = 126.2 g/mol
E = -419.2538 Eh

```
19
C6H10N2O | the OMol25 dataset | ωB97M-V with the def2-TZVPD basis set
O 2.1303 -1.1129 -0.2798
N 1.1590 -2.0727 -0.0454
N -0.8056 -0.5905 -0.1233
C -0.2678 0.6234 -0.6372
C 1.1649 1.0354 -0.3960
C -2.2384 -0.6123 0.1128
C 1.9926 0.0991 0.4054
C -0.0854 -1.7747 -0.0905
C 0.1003 1.7605 0.2862
H 1.5590 -0.0582 1.4225
H 1.7009 1.4589 -1.2727
H -0.1673 1.5486 1.3123
H -0.7184 -2.6398 0.0301
H -2.5219 0.2523 0.7790
H -0.5756 0.8828 -1.6346
H -0.1067 2.8028 -0.0001
H -2.7640 -0.4891 -0.8643
H -2.5794 -1.5790 0.5209
H 3.0237 0.4653 0.4746
```


Record 6
2 unconnected molecules or ions with the total composition C6H10N2O in a non-equilibrium geometry, computed with ωB97M-V with the def2-TZVPD basis set.

Output
Net charge = 0
2S+1 = 1
Energy relative to the best compared isomer or geometry (same formula, charge and spin) = 5.081 eV
HOMO-LUMO gap = 0.3836 hartree
Max |F| = 8.04 eV/A
LUMO = 0.32 eV
Molecular weight = 126.2 g/mol
E = -419.1998 Eh

```
19
C6H10N2O | the OMol25 dataset | ωB97M-V with the def2-TZVPD basis set
O -0.9950 0.9100 1.1464
N -0.0701 4.1851 -0.2974
N 0.0948 -0.4198 -0.3982
C -0.6568 1.7996 -1.1325
C 0.1713 -1.5786 0.5942
C -0.5984 0.6750 -0.0713
C 0.9582 -2.7595 -0.0348
C -0.3231 3.1737 -0.7344
C 1.0485 -3.9331 0.8628
H 1.8156 -3.6145 1.6515
H 1.8065 -4.8841 0.5714
H -0.8443 -1.6500 0.5723
H -1.6794 2.0129 -1.6881
H 0.4988 -3.0019 -0.8938
H 2.2639 -2.2097 -0.3568
H 0.1447 -0.6674 -1.5464
H -0.0977 1.4501 -2.0946
H 0.4692 -1.1557 1.3910
H -0.1885 -4.1799 1.1869
```


Record 7
A single C6H10N2O molecule, computed with ωB97M-V with the def2-TZVPD basis set.

Output
Net charge = 0
2S+1 = 1
Energy relative to the best compared isomer or geometry (same formula, charge and spin) = 5.658 eV
HOMO-LUMO gap = 0.2356 hartree
Max |F| = 0.55 eV/A
LUMO = 0.29 eV
Molecular weight = 126.2 g/mol
E = -419.1786 Eh

```
19
C6H10N2O | the OMol25 dataset | ωB97M-V with the def2-TZVPD basis set
O -2.1599 -0.8630 -0.3492
N -0.4437 1.0266 -0.2219
N 0.3889 -0.9355 -0.5231
C -0.9977 -0.6948 1.7682
C -0.9260 2.1260 -0.6466
C -1.2052 -0.5564 0.2924
C 0.7803 -1.8946 -1.2638
C 0.8123 0.4511 -0.6933
C 1.8265 0.7258 0.3216
H -1.8600 2.4949 -0.2376
H -0.4164 2.7032 -1.4161
H -1.7858 -0.1336 2.2732
H 0.9736 0.6857 -1.7757
H -0.0201 -0.3251 2.0622
H 2.4816 -0.0688 0.6424
H 0.4301 -2.9016 -1.0659
H -1.0995 -1.7507 2.0249
H 1.4611 -1.7209 -2.0952
H 1.7600 1.6316 0.9035
```


Record 8
A single C6H10N2O2 molecule in a non-equilibrium geometry, computed with ωB97M-V with the def2-TZVPD basis set.

Output
Net charge = 0
2S+1 = 1
Energy relative to the best compared isomer or geometry (same formula, charge and spin) = 3.132 eV
HOMO-LUMO gap = 0.3169 hartree
SMILES = CC(C)c1o[nH]c(=O)c1N
Max |F| = 2.96 eV/A
LUMO = 0.79 eV
Molecular weight = 142.2 g/mol
E = -494.5286 Eh

```
20
C6H10N2O2 | the OMol25 dataset | ωB97M-V with the def2-TZVPD basis set
O -0.0235 1.3802 -0.8824
O 2.2942 2.6335 1.3226
N 0.6941 2.4711 -0.3279
N 1.7567 -0.3264 1.6623
C 0.1981 0.3525 -0.0599
C -0.8731 -0.8677 -1.9268
C 1.4695 1.9764 0.7323
C 1.2177 0.5770 0.7867
C -1.7062 -1.2474 0.4521
C -0.5009 -0.9738 -0.4541
H -2.4311 -0.3860 0.4486
H -1.5740 0.0313 -2.0075
H -1.3167 -1.8589 -2.0855
H 0.3401 -1.7079 -0.4139
H 0.4115 3.4477 -0.5616
H -2.3532 -2.1880 0.2192
H -0.0121 -0.6190 -2.6687
H 1.5321 -1.3133 1.6695
H -1.4991 -1.3118 1.6229
H 2.3761 -0.0696 2.4720
```


Record 9
A single C6H10N2O3 molecule in a non-equilibrium geometry, computed with ωB97M-V with the def2-TZVPD basis set.

Output
Net charge = 0
2S+1 = 1
Energy relative to the best compared isomer or geometry (same formula, charge and spin) = 8.358 eV
HOMO-LUMO gap (spin up / spin down) = 0.2375 / 0.2359 hartree
Max |F| = 5.73 eV/A
LUMO (spin up / spin down) = -2.10 / -2.14 eV
Molecular weight = 158.2 g/mol
E = -569.6016 Eh

```
21
C6H10N2O3 | the OMol25 dataset | ωB97M-V with the def2-TZVPD basis set
O 2.9167 0.7784 0.2952
O -1.2092 2.3011 0.9280
O 2.2940 -1.1565 -0.4629
N 2.1318 -0.1641 0.2483
N -0.4141 1.9227 0.0743
C -1.4540 -0.2365 -0.4566
C -1.3648 -0.8194 0.9498
C -0.4042 0.8326 -0.6477
C 0.4358 0.8245 -1.8765
C 0.0884 -1.2440 1.1842
C 0.9738 -0.0736 1.0023
H -0.2026 1.0288 -2.7375
H 0.1861 -1.6213 2.2061
H -2.0407 -1.6648 1.0641
H -1.6434 -0.0528 1.6747
H 1.2070 1.5879 -1.8221
H 0.8981 -0.1497 -2.0381
H -1.3161 -1.0168 -1.2054
H 0.9677 0.7291 1.7236
H -2.4342 0.2274 -0.5922
H 0.3840 -2.0331 0.4884
```


Record 10
A single C6H10N2O3 molecule in a non-equilibrium geometry, computed with ωB97M-V with the def2-TZVPD basis set.

Output
Net charge = 0
2S+1 = 1
Energy relative to the best compared isomer or geometry (same formula, charge and spin) = 5.617 eV
HOMO-LUMO gap = 0.3027 hartree
Max |F| = 3.10 eV/A
LUMO = -0.31 eV
Molecular weight = 158.2 g/mol
E = -569.7023 Eh

```
21
C6H10N2O3 | the OMol25 dataset | ωB97M-V with the def2-TZVPD basis set
O -3.1280 1.5791 0.1032
O -1.5885 -2.7472 0.3901
O -1.6626 0.9125 -1.3314
N -0.1944 -0.9901 -0.3026
N -2.3672 0.7178 -0.3282
C -1.4856 -1.5702 0.1577
C 1.0222 1.0762 -0.2988
C 0.2609 -1.3546 -1.6119
C -2.3273 -0.4793 0.3420
C -0.1891 0.3227 1.7728
C 0.1125 0.0863 0.3372
H 1.9175 0.6091 -0.7077
H -3.2473 -0.6525 0.8912
H -0.2292 -0.7151 -2.3491
H 1.3412 -1.2481 -1.6999
H 0.4729 1.5124 -1.1400
H 1.3112 1.8631 0.3900
H -0.6838 -0.5179 2.2477
H -0.0266 -2.3917 -1.7732
H 0.7547 0.5258 2.2811
H -0.8057 1.2117 1.8995
```


Record 11
A single C6H10N2O3 molecule in a non-equilibrium geometry, computed with ωB97M-V with the def2-TZVPD basis set.

Output
Net charge = 0
2S+1 = 1
Energy relative to the best compared isomer or geometry (same formula, charge and spin) = 3.448 eV
HOMO-LUMO gap = 0.3419 hartree
SMILES = OC[C@@H](O)[C@@H](O)n1ccnc1
Max |F| = 5.09 eV/A
LUMO = 0.55 eV
Molecular weight = 158.2 g/mol
E = -569.7820 Eh

```
21
C6H10N2O3 | the OMol25 dataset | ωB97M-V with the def2-TZVPD basis set
O -1.6196 -1.9995 -1.6351
O 1.0596 -0.9325 0.3867
O -2.0259 0.4433 0.8412
N 0.0504 1.2822 0.1746
N 1.2088 3.1408 -0.1448
C 0.6964 1.6095 1.3225
C -1.0129 0.3632 -0.0814
C -0.3933 -2.1538 -0.9954
C 1.4552 2.6975 1.1187
C 0.4195 2.2710 -0.6815
C -0.2709 -1.1792 0.1415
H 2.1083 3.1288 1.8495
H 0.3061 -1.8916 -1.7817
H -2.3395 -2.4435 -1.0254
H 0.6444 0.8304 1.9994
H -0.0638 2.4656 -1.6072
H 1.5233 -1.7746 0.5260
H -2.1089 1.4116 0.9226
H -1.4910 0.3505 -1.1706
H -0.0568 -3.1354 -0.6003
H -0.7033 -1.5421 1.0460
```


Record 12
A single C6H10N2O3S molecule in a non-equilibrium geometry, computed with ωB97M-V with the def2-TZVPD basis set.

Output
Net charge = 0
2S+1 = 3
Energy relative to the best compared isomer or geometry (same formula, charge and spin) = 2.231 eV
HOMO-LUMO gap (spin up / spin down) = 0.2732 / 0.2922 hartree
Max |F| = 5.08 eV/A
LUMO (spin up / spin down) = 0.57 / -1.92 eV
Molecular weight = 190.2 g/mol
E = -967.7655 Eh
Expectation value of S² = 2.032

```
22
C6H10N2O3S | the OMol25 dataset | ωB97M-V with the def2-TZVPD basis set
S -1.2644 1.5179 -0.1132
O 0.8972 1.0167 -1.2235
O -2.4617 0.9120 0.3286
O -0.8956 2.7554 0.5619
N 0.0672 -0.9847 -0.4654
N -1.5831 2.0875 -1.7681
C -0.8941 -1.1840 1.8112
C 0.8479 0.5651 1.8910
C 0.2834 -0.4400 2.4527
C 1.4443 0.3284 -2.3001
C -0.3833 -1.6994 0.5242
C 0.0494 0.3736 -0.4050
H 0.4976 -0.9170 3.5652
H -0.3838 -2.7883 0.5597
H -1.7758 1.3025 -2.3821
H 1.7332 1.1208 2.0965
H -0.8585 2.7383 -2.1121
H 0.6559 -0.2883 -2.7494
H -1.1509 -2.1882 2.3255
H -1.7340 -0.4755 1.6616
H 2.4219 -0.1070 -2.0125
H 1.8598 1.0282 -3.0572
```


Record 13
A single C6H10N2O4S2 molecule in a non-equilibrium geometry, computed with ωB97M-V with the def2-TZVPD basis set.

Output
Net charge = 0
2S+1 = 1
Energy relative to the best compared isomer or geometry (same formula, charge and spin) = 0.466 eV
HOMO-LUMO gap = 0.2968 hartree
Max |F| = 8.06 eV/A
LUMO = -0.93 eV
Molecular weight = 238.3 g/mol
E = -1441.3449 Eh

```
24
C6H10N2O4S2 | the OMol25 dataset | ωB97M-V with the def2-TZVPD basis set
S -2.8709 0.4024 0.4268
S -0.5757 -1.6100 0.2808
O -0.9833 -2.6189 -0.6700
O -2.9276 -0.0528 1.7912
O -3.1912 1.8385 0.2337
O 2.2501 0.8366 -0.1826
N 0.9469 -1.0758 -0.1916
N -0.3352 2.2965 -0.2495
C 3.6930 -0.7314 0.8477
C -4.0798 -0.6881 -0.4198
C 1.0764 0.2220 -0.1644
C 3.3617 0.0135 -0.4173
C -1.2904 -0.0225 -0.0958
C -0.1376 1.0097 -0.1674
H -1.2170 2.8296 -0.3255
H -4.7980 -0.0127 -0.9335
H 0.4663 2.7941 -0.7208
H 3.1810 -0.5943 -1.3836
H 4.0238 -0.1816 1.6301
H 4.5403 -1.5095 0.7604
H -4.6756 -1.2821 0.3948
H 4.1798 0.7117 -0.4933
H -3.5754 -1.2121 -1.1829
H 2.9384 -1.3628 1.2322
```